{
  "formula": "C34H77ClF4IN3O26P6S2",
  "method": "ωB97M-V/def2-TZVPD",
  "lumo_ha": -0.10478,
  "smiles": "[H]/N=C(/C)C[C@](O[C@@H](C(F)(F)C(F)F)P(O)(O)=S)([C@@H](Cl)CC)[C@@](N)(I)O[C@@](S)(CCOC(C)=O)C/C(C)=N/[H].COP(=O)(OC)OC.COP(=O)(OC)OC.COP(=O)(OC)OC.COP(=O)(OC)OC.COP(=O)(OC)OC",
  "spin_multiplicity": 1,
  "orbital_gap_ev": 5.955,
  "homo_energy_ev": -8.81,
  "total_charge": 0,
  "fmax_ev_per_a": 10.34,
  "symbols": ["C", "C", "C", "Cl", "C", "C", "C", "C", "N", "O", "C", "C", "F", "F", "C", "F", "F", "P", "O", "O", "S", "C", "N", "I", "O", "C", "S", "C", "C", "O", "C", "C", "O", "C", "C", "C", "N", "H", "H", "H", "H", "H", "H", "H", "H", "H", "H", "H", "H", "H", "H", "H", "H", "H", "H", "H", "H", "H", "H", "H", "H", "H", "H", "H", "H", "H", "H", "H", "H", "C", "O", "P", "O", "O", "C", "O", "C", "H", "H", "H", "H", "H", "H", "H", "H", "H", "C", "O", "P", "O", "O", "C", "O", "C", "H", "H", "H", "H", "H", "H", "H", "H", "H", "C", "O", "P", "O", "O", "C", "O", "C", "H", "H", "H", "H", "H", "H", "H", "H", "H", "C", "O", "P", "O", "O", "C", "O", "C", "H", "H", "H", "H", "H", "H", "H", "H", "H", "C", "O", "P", "O", "O", "C", "O", "C", "H", "H", "H", "H", "H", "H", "H", "H", "H"],
  "positions_angstrom": [[-7.200191, 1.956471, 0.493322], [-6.906325, 0.632583, -0.485631], [-6.071250, 0.966076, -1.824967], [-6.988898, 0.226547, -3.272298], [-4.448125, 0.757103, -1.847587], [-3.798005, 2.061884, -1.189438], [-3.557796, 3.447299, -1.942259], [-2.315363, 4.399643, -1.331784], [-4.234386, 4.057525, -2.965167], [-4.070980, 0.238680, -3.120232], [-3.521832, 0.970207, -4.176236], [-1.937535, 1.356040, -4.196768], [-1.073724, 0.397250, -4.984932], [-1.261198, 1.457050, -2.887795], [-1.676904, 2.829621, -4.947251], [-0.859575, 3.756428, -4.078537], [-0.816074, 2.631515, -6.173807], [-3.765665, -0.161235, -5.760415], [-3.048357, -1.738481, -5.580226], [-5.489148, -0.480822, -6.060611], [-3.195330, 0.777753, -7.413581], [-3.913097, -0.532097, -0.876295], [-3.897112, -0.229478, 0.577558], [-5.104817, -2.344123, -1.426674], [-2.582543, -0.741970, -1.365502], [-1.737278, -1.794542, -1.010542], [-1.626998, -3.269850, -2.232192], [-0.191011, -1.145995, -1.232188], [0.189249, -0.027552, -0.097824], [1.121321, -0.697050, 0.858860], [1.937620, 0.295062, 1.580380], [3.592351, 0.259975, 1.375980], [1.376969, 1.192926, 2.405594], [-1.626610, -2.409994, 0.477527], [-2.633406, -3.612604, 0.897974], [-2.527314, -5.203530, 0.519815], [-3.721290, -3.256404, 1.706755], [-7.815751, 2.798287, -0.053494], [-6.237421, 2.342859, 1.036956], [-7.928121, 1.535941, 1.339236], [-7.994746, 0.275368, -0.823861], [-6.504800, -0.198979, 0.221319], [-6.238714, 2.143640, -1.962179], [-4.460493, 2.315348, -0.223854], [-2.746726, 1.750928, -0.710972], [-1.842398, 5.097352, -2.141706], [-2.878737, 5.130053, -0.571829], [-1.549201, 3.787171, -0.695061], [-5.006226, 3.399361, -3.190537], [-4.127992, 1.942675, -4.509003], [-2.664058, 3.333748, -5.320781], [-2.530651, -1.686359, -4.722880], [-5.585723, -1.494832, -6.134281], [-2.934471, 0.164723, 0.803944], [-4.561414, 0.472104, 0.929766], [-0.627942, -3.016517, -3.185317], [-0.073539, -0.760444, -2.353697], [0.599590, -2.035804, -1.141526], [-0.747631, 0.447430, 0.416620], [0.828590, 0.839662, -0.591720], [3.913874, 0.772900, 0.369691], [4.090387, 0.833917, 2.280689], [3.976578, -0.845728, 1.420605], [-1.721957, -1.570271, 1.319661], [-0.514985, -2.826659, 0.608143], [-2.356267, -5.924057, 1.425217], [-3.580272, -5.500046, 0.042615], [-1.731985, -5.451052, -0.324134], [-4.304159, -4.095217, 1.920055], [-4.368479, 7.987917, 4.464148], [-5.614194, 7.326783, 4.352801], [-5.508298, 5.763310, 3.619869], [-5.478919, 6.411480, 2.230849], [-7.066766, 5.429183, 4.033860], [-8.036831, 6.460051, 4.094357], [-5.402411, 4.199732, 2.887031], [-4.140497, 3.590723, 3.063226], [-4.509479, 8.908089, 5.035824], [-3.654037, 7.348650, 4.991982], [-3.981418, 8.239885, 3.474164], [-7.882567, 7.215583, 3.320646], [-8.009894, 6.919893, 5.085951], [-9.028656, 6.014321, 3.950007], [-3.936403, 3.461490, 4.128654], [-3.360510, 4.208706, 2.607671], [-4.149096, 2.611247, 2.579200], [5.108188, -0.435873, -6.948645], [4.659418, -1.199634, -5.845660], [3.827200, -0.268852, -4.648201], [5.169070, 0.190126, -4.065892], [3.337712, -1.639574, -3.877890], [4.149764, -2.800584, -3.879853], [2.994841, 0.661912, -3.450748], [2.379370, 1.818258, -3.978406], [5.516499, -1.113638, -7.701856], [4.269555, 0.115343, -7.385170], [5.889241, 0.261161, -6.636437], [5.213637, -2.558192, -3.828141], [3.936129, -3.385948, -4.778267], [3.890431, -3.408865, -3.004656], [1.643700, 1.534740, -4.734647], [3.134795, 2.474112, -4.422254], [1.873837, 2.351022, -3.169501], [7.721095, -6.122564, -5.646968], [8.462984, -5.116007, -4.985344], [9.063804, -5.599745, -3.436842], [7.694701, -5.310870, -2.810367], [10.002502, -4.249865, -3.344536], [9.582060, -3.033609, -3.937264], [9.664763, -6.083515, -1.888339], [9.859284, -7.478202, -1.781704], [7.480505, -5.776005, -6.654651], [8.317670, -7.037172, -5.719684], [6.792102, -6.326157, -5.109477], [8.501948, -2.890226, -3.859463], [9.893285, -3.019179, -4.985295], [10.079490, -2.203713, -3.420479], [10.586057, -7.809519, -2.527039], [8.909184, -8.000477, -1.931213], [10.240370, -7.707521, -0.783749], [-3.004818, -4.909336, 9.155253], [-3.989268, -5.440889, 8.289453], [-3.691919, -5.116441, 6.616382], [-4.279824, -3.710039, 6.779985], [-4.885851, -6.158995, 6.169775], [-6.032498, -6.337783, 6.982556], [-3.394520, -4.792103, 4.943241], [-2.024763, -4.613676, 4.649484], [-3.207273, -5.255644, 10.171370], [-2.013791, -5.260778, 8.851853], [-3.033278, -3.817408, 9.139221], [-6.343461, -5.408304, 7.464869], [-5.823668, -7.104675, 7.733358], [-6.856025, -6.692086, 6.350494], [-1.469369, -5.518873, 4.905706], [-1.629450, -3.762983, 5.213276], [-1.914373, -4.416725, 3.580489], [7.872214, 4.779243, 5.824321], [6.887764, 4.247691, 4.958521], [7.185113, 4.572139, 3.285450], [6.597208, 5.978540, 3.449053], [5.991181, 3.529583, 2.838843], [4.844534, 3.350796, 3.651624], [7.482512, 4.896476, 1.612309], [8.852268, 5.074904, 1.318552], [7.669759, 4.432936, 6.840438], [8.863241, 4.427802, 5.520921], [7.843754, 5.871172, 5.808289], [4.533571, 4.280275, 4.133936], [5.053364, 2.583904, 4.402426], [4.021007, 2.996493, 3.019562], [9.407663, 4.169707, 1.574774], [9.247581, 5.925597, 1.882344], [8.962659, 5.271855, 0.249557]],
  "atomic_forces_ev_per_a": [[-0.8, -1.1, 0.3], [-1.6, 0.4, 1.0], [-0.7, 1.9, 0.5], [1.1, 0.6, 1.1], [-0.8, -1.0, 1.4], [1.1, 0.3, 1.5], [0.2, 3.1, -2.1], [-1.7, 0.1, 0.8], [1.9, -3.7, 3.9], [0.9, 1.3, -0.3], [-0.5, 0.2, -1.4], [3.4, 0.7, 0.0], [-2.6, 2.0, 2.7], [-2.3, -0.6, -3.3], [2.3, 0.8, -1.4], [-2.6, -2.9, -2.5], [-2.4, 0.6, 3.8], [-1.3, -1.3, -3.3], [-1.0, 3.4, 1.6], [3.3, -1.8, 1.3], [-0.3, -0.6, 1.9], [-0.1, 1.3, 0.1], [1.7, 0.5, -0.9], [0.2, 0.6, 0.3], [-1.1, 0.1, 1.1], [4.7, -0.3, 0.1], [-0.5, 0.2, -0.4], [0.4, -0.4, -0.1], [0.5, 0.6, -1.4], [1.2, 3.0, 0.8], [-2.0, 3.5, 3.4], [-0.6, -0.3, 0.7], [3.3, -5.6, -5.4], [0.2, -0.8, 1.6], [-4.3, 0.4, 3.1], [-0.2, -0.1, -1.5], [4.8, -1.5, -3.3], [1.6, -1.6, 1.0], [-1.9, -0.4, -1.2], [1.7, 1.0, -1.7], [2.6, 0.7, 0.6], [-0.5, 1.3, -1.6], [0.4, -2.6, 0.1], [1.3, -0.5, -2.2], [-2.2, 0.8, -1.3], [-0.9, -1.8, 1.4], [1.2, -1.6, -1.5], [-1.3, 1.1, -1.5], [0.2, 0.5, -0.1], [1.3, -2.0, 0.9], [2.1, -0.7, 1.0], [-0.7, -0.5, -1.0], [0.2, 2.1, 0.4], [-1.7, -0.9, -0.4], [0.0, -0.7, -0.7], [-0.7, 0.5, 1.3], [-0.5, -0.5, 2.6], [-1.8, 2.0, 0.0], [1.8, -1.0, -0.8], [-1.6, -1.7, 0.9], [-0.9, -1.1, 1.9], [-1.3, -1.1, -2.0], [-0.9, 2.1, -0.3], [-0.1, -1.9, -2.0], [-2.5, 0.9, -0.6], [-0.2, 1.7, -1.5], [2.2, 0.7, 1.1], [-1.6, 0.7, 1.9], [0.7, 0.5, -0.3], [0.5, 0.5, 0.0], [1.6, -2.4, 2.3], [-7.0, 3.0, -6.9], [1.6, -0.2, 0.8], [1.5, -0.8, 0.3], [-0.5, 0.4, 0.4], [1.0, 0.1, 3.3], [0.5, -0.3, 0.0], [-0.1, -0.2, 0.0], [0.1, 0.3, 0.0], [0.0, -0.1, 0.0], [0.1, -0.1, 0.1], [-0.1, 0.1, -0.2], [0.4, -0.2, 0.0], [0.2, -0.3, -0.1], [0.1, -0.1, 0.0], [-0.1, 0.1, 0.1], [0.3, 0.3, -0.5], [-3.3, 1.0, -1.2], [6.6, -3.4, 7.1], [-0.7, 1.0, -1.4], [-0.9, 1.3, -0.6], [0.1, -0.7, -0.2], [-1.8, -0.9, -2.8], [-0.4, 0.7, -0.2], [-0.1, 0.0, 0.1], [0.3, 0.0, -0.2], [-0.1, 0.0, 0.0], [-0.1, 0.1, -0.1], [0.2, 0.0, 0.1], [-0.1, 0.3, -0.1], [-0.2, 0.3, 0.1], [-0.1, 0.1, 0.0], [0.1, -0.1, -0.1], [-0.4, -0.3, -0.4], [2.7, -2.5, -0.4], [-4.6, 8.2, 4.3], [0.2, -1.7, -0.7], [0.3, -1.7, 0.1], [0.1, 0.5, -0.5], [1.8, -1.2, -2.8], [0.1, -0.6, 0.3], [0.1, 0.0, 0.1], [-0.3, 0.0, -0.2], [0.1, 0.0, 0.0], [0.1, -0.2, 0.0], [-0.2, 0.1, 0.1], [0.0, -0.4, 0.1], [0.1, -0.3, 0.2], [0.0, -0.1, 0.1], [-0.1, 0.1, -0.1], [0.3, 0.3, 0.5], [2.8, -2.0, -1.2], [-9.3, 4.4, -0.8], [1.8, -0.2, 0.4], [1.5, 0.0, -0.3], [-0.4, -0.4, 0.4], [1.9, -2.6, 1.4], [0.7, 0.2, -0.3], [0.0, 0.0, -0.2], [0.0, 0.1, 0.3], [0.0, 0.0, -0.1], [0.2, 0.0, 0.0], [-0.2, 0.2, 0.0], [0.4, 0.1, -0.1], [0.3, 0.1, -0.2], [0.1, 0.0, -0.1], [-0.1, 0.0, 0.2], [0.3, 0.3, 0.5], [2.8, -2.0, -1.2], [-9.3, 4.3, -0.8], [1.8, -0.2, 0.4], [1.6, 0.0, -0.3], [-0.4, -0.4, 0.4], [1.9, -2.6, 1.5], [0.6, 0.2, -0.3], [0.0, 0.0, -0.2], [0.0, 0.1, 0.3], [0.0, 0.0, -0.1], [0.2, 0.0, 0.0], [-0.2, 0.2, 0.1], [0.3, 0.1, -0.1], [0.3, 0.1, -0.2], [0.1, 0.0, -0.1], [-0.1, 0.0, 0.2]],
  "mulliken_charge": [-0.743, -0.279, 0.114, -0.121, 0.902, 0.362, 0.636, -1.031, -0.765, 0.177, -0.606, 0.704, -0.338, -0.041, 0.240, -0.291, -0.283, 0.888, -0.549, -0.505, -0.377, -2.367, 0.022, -0.051, 0.592, 0.986, -0.338, -1.425, -0.437, -0.276, 0.643, -0.668, -0.567, -0.675, 0.295, -1.042, -0.436, 0.292, -0.036, 0.360, 0.353, 0.147, 0.112, -0.288, -0.543, 0.285, 0.331, 0.192, 0.322, 0.261, 0.290, 0.409, 0.334, 0.211, 0.353, 0.174, 0.256, 0.627, 0.183, 0.526, 0.201, 0.163, 0.333, 0.269, 0.396, 0.269, 0.280, 0.240, 0.292, -0.745, -0.286, 0.909, -0.618, -0.272, -0.613, -0.134, -0.542, 0.250, 0.304, 0.311, 0.307, 0.240, 0.258, 0.353, 0.354, -0.064, -0.803, -0.269, 0.872, -0.618, -0.162, -0.601, -0.140, -0.827, 0.241, 0.319, 0.323, 0.207, 0.308, 0.234, 0.331, 0.412, 0.196, -0.746, -0.278, 0.932, -0.583, -0.314, -0.342, -0.237, -0.751, 0.249, 0.309, 0.312, 0.080, 0.238, 0.255, 0.318, 0.334, 0.231, -0.741, -0.287, 0.901, -0.615, -0.310, -0.611, -0.125, -0.368, 0.251, 0.297, 0.315, 0.309, 0.236, 0.253, 0.341, 0.333, -0.170, -0.721, -0.305, 0.916, -0.600, -0.243, -0.583, -0.229, -0.759, 0.244, 0.290, 0.323, 0.332, 0.272, 0.175, 0.321, 0.335, 0.232]
}